No. 1
DFT (ωB97M-V/def2-TZVPD) results for a 2-piece molecular cluster, CH2Cl2NO3P overall in a non-equilibrium geometry.

Geometry as ORCA input:
```
! wB97M-V def2-TZVPD RIJCOSX def2/J DEFGRID3
* xyz 0 1
C 0.348 -0.342 0.400
N 0.013 -1.777 0.430
O 0.681 -2.513 1.177
O -0.920 -2.076 -0.264
O 3.022 -0.585 1.687
P 2.260 -0.140 0.495
Cl 2.948 -0.870 -1.191
Cl 2.534 1.811 0.239
H 0.026 0.442 -0.337
H -0.014 0.320 1.785
*
```

The largest force on an atom comes out at 6.2 eV/A. For the energy above the lowest of the compared OMol25 structures with the same formula, charge and spin, the calculation gives 46.59 kcal/mol. As for the total energy: -1581.41935 hartree. As for the highest occupied orbital energy: -11.3 eV.

***

No. 2
DFT (ωB97M-V/def2-TZVPD) results for a 2-piece molecular cluster, C2H8O2 overall in a non-equilibrium geometry.

Geometry as ORCA input:
```
! wB97M-V def2-TZVPD RIJCOSX def2/J DEFGRID3
* xyz 0 1
C 2.665 -1.427 0.690
O 2.478 -1.419 -0.722
H 3.040 -0.440 0.966
H 1.801 -1.810 1.227
H 3.517 -2.092 0.871
H 1.565 -1.405 -1.028
C -2.882 1.199 0.487
O -2.174 1.629 -0.693
H -3.950 1.288 0.283
H -2.706 0.123 0.544
H -2.591 1.831 1.318
H -1.440 2.167 -0.444
*
```

The largest force on an atom comes out at 1.6 eV/A. For the energy above the lowest of the compared OMol25 structures with the same formula, charge and spin, the calculation gives 23.89 kcal/mol. As for the total energy: -231.42425 hartree. As for the highest occupied orbital energy: -10.3 eV. The SMILES is CO.CO.

***

No. 3
DFT (ωB97M-V/def2-TZVPD) results for one molecule with the formula C4H6N4O2 in a non-equilibrium geometry.

Geometry as ORCA input:
```
! wB97M-V def2-TZVPD RIJCOSX def2/J DEFGRID3
* xyz 0 1
O 1.786 0.766 2.510
O 2.537 -1.195 0.612
N -0.182 1.098 1.481
C 1.037 0.453 1.569
C 1.445 -0.603 0.644
C -0.795 1.037 0.361
N -2.052 1.570 0.168
N 0.541 -1.202 -1.704
N -0.294 0.251 -0.655
C 0.318 -0.938 -0.322
H -2.371 1.961 1.036
H -2.676 0.940 -0.277
H 1.033 -2.060 -1.906
H 0.958 -0.473 -2.155
H -0.867 0.049 -1.474
H -0.420 -1.655 0.113
*
```

The largest force on an atom comes out at 6.1 eV/A. For the energy above the lowest of the compared OMol25 structures with the same formula, charge and spin, the calculation gives 77.57 kcal/mol. As for the total energy: -525.48528 hartree. As for the highest occupied orbital energy: -9.6 eV. The SMILES is NC1=NC(=O)C(=O)[C@H](N)N1.

***

No. 4
DFT (ωB97M-V/def2-TZVPD) results for C42H39CdF2N3O2P2 as an isolated structure.

Geometry as ORCA input:
```
! wB97M-V def2-TZVPD RIJCOSX def2/J DEFGRID3
* xyz 0 1
Cd 0.015 0.882 -0.469
F -3.931 4.648 -1.626
C -2.679 4.393 -1.179
C -2.298 3.074 -0.979
C -1.007 2.790 -0.549
C -0.127 3.852 -0.312
C -0.566 5.155 -0.489
F 0.248 6.204 -0.199
C -1.837 5.460 -0.941
C 1.257 3.550 0.127
C 2.342 4.276 -0.330
C 3.606 3.934 0.110
C 3.744 2.877 0.991
C 2.615 2.182 1.368
N 1.392 2.501 0.955
H -3.031 2.297 -1.168
H -2.157 6.482 -1.081
H 2.200 5.076 -1.039
H 4.481 4.466 -0.247
H 4.718 2.579 1.355
H 2.689 1.326 2.031
C -0.781 -3.397 1.285
C 0.536 -3.194 0.538
P 1.245 -1.465 0.626
C 1.584 -1.426 2.423
C 0.972 -0.434 3.175
C 1.150 -0.382 4.555
C 1.939 -1.331 5.185
C 2.557 -2.330 4.436
C 2.383 -2.379 3.063
C 2.856 -1.843 -0.122
C 2.855 -2.427 -1.384
C 4.055 -2.676 -2.040
C 5.251 -2.307 -1.456
C 5.249 -1.686 -0.216
C 4.057 -1.460 0.450
C -1.975 -2.879 0.508
P -2.054 -1.029 0.401
C -3.499 -0.933 -0.706
C -3.288 -1.470 -1.973
C -4.297 -1.495 -2.918
C -5.540 -0.961 -2.603
C -5.748 -0.387 -1.358
C -4.734 -0.361 -0.409
C -2.715 -0.561 2.034
C -3.100 -1.445 3.042
C -3.586 -0.963 4.249
C -3.684 0.404 4.466
C -3.278 1.291 3.482
C -2.789 0.810 2.274
H -0.734 -2.925 2.271
H -0.904 -4.468 1.475
H 0.405 -3.464 -0.511
H 1.304 -3.860 0.931
H 0.369 0.322 2.682
H 0.669 0.403 5.126
H 2.080 -1.300 6.257
H 3.178 -3.075 4.916
H 2.871 -3.157 2.483
H 1.930 -2.688 -1.886
H 4.035 -3.139 -3.021
H 6.186 -2.494 -1.970
H 6.183 -1.375 0.235
H 4.073 -0.963 1.411
H -2.920 -3.240 0.921
H -1.943 -3.262 -0.512
H -2.312 -1.858 -2.242
H -4.121 -1.919 -3.897
H -6.339 -0.984 -3.328
H -6.712 0.043 -1.127
H -4.910 0.096 0.556
H -3.027 -2.517 2.900
H -3.890 -1.664 5.012
H -4.067 0.771 5.412
H -3.336 2.357 3.645
H -2.458 1.511 1.510
C 0.413 -0.161 -5.118
C 0.476 0.236 -3.678
N -0.555 0.538 -2.993
O -1.757 0.494 -3.723
C 1.791 0.319 -3.009
C 3.068 0.192 -3.775
N 1.792 0.588 -1.738
O 2.866 0.729 -1.075
H -0.517 -0.687 -5.314
H 1.250 -0.800 -5.397
H 0.428 0.721 -5.766
H -2.384 0.903 -3.107
H 3.035 0.744 -4.718
H 3.316 -0.850 -4.013
H 3.870 0.594 -3.160
*
```

The largest force on an atom comes out at 0.7 eV/A. As for the total energy: -2988.69848 hartree. As for the highest occupied orbital energy: -7.1 eV.

***

Question: Which value of highest occupied orbital energy does entry 4 give?
Answer: -7.1 eV